(1)
ORCA calculation (ωB97M-V with the def2-TZVPD basis set) on a single C15H19N3O3S2 molecule.

Element x y z (Å)
C (1.60, 6.01, 0.39)
C (1.17, 4.73, -0.23)
N (1.57, 4.31, -1.37)
C (1.02, 3.11, -1.70)
C (1.26, 2.40, -2.88)
C (0.63, 1.19, -3.06)
C (-0.23, 0.69, -2.09)
C (-0.50, 1.37, -0.93)
C (0.13, 2.58, -0.73)
S (0.03, 3.67, 0.61)
H (-1.19, 0.95, -0.21)
S (-1.00, -0.90, -2.37)
O (-1.62, -0.84, -3.66)
O (-1.82, -1.26, -1.25)
N (0.24, -2.05, -2.48)
H (1.10, -1.59, -2.76)
C (0.40, -2.81, -1.26)
H (1.19, -3.55, -1.40)
H (-0.56, -3.31, -1.10)
C (0.73, -1.86, -0.11)
O (1.25, -0.78, -0.37)
N (0.44, -2.24, 1.14)
C (-0.27, -3.44, 1.52)
H (-0.16, -4.21, 0.75)
C (-1.74, -3.11, 1.78)
C (-1.82, -2.07, 2.90)
C (-1.01, -0.84, 2.52)
C (0.44, -1.24, 2.19)
H (1.01, -0.38, 1.84)
H (0.93, -1.66, 3.08)
H (-1.01, -0.10, 3.32)
H (-1.45, -0.39, 1.63)
H (-2.86, -1.79, 3.08)
H (-1.43, -2.50, 3.83)
H (-2.28, -4.01, 2.05)
H (-2.17, -2.69, 0.87)
H (0.19, -3.81, 2.44)
H (0.78, 0.61, -3.96)
H (1.93, 2.81, -3.62)
H (2.31, 6.51, -0.26)
H (0.73, 6.65, 0.55)
H (2.06, 5.82, 1.36)

Calculated values
Frontier orbital gap = 9.4 eV
Electronic energy = -48147.34028 eV
LUMO energy = 0.5 eV
ΔE to the lowest compared entry with this formula, charge and spin = 1.8 kcal/mol
2S+1 = 1
SMILES = Cc1nc2ccc(S(=O)(=O)NCC(=O)N3CCCCC3)cc2s1

Atomic partial charges in e from the Löwdin method, atoms 1 to 5:
1. C -0.080
2. C -0.615
3. N 0.098
4. C -0.298
5. C 0.011

=====

(2)
ORCA calculation (ωB97M-V with the def2-TZVPD basis set) on C11H11Cl2N5NiO2S2Te as an isolated structure.

Element x y z (Å)
Ni (0.64, -0.81, 0.30)
Cl (2.89, -0.96, 0.82)
C (3.55, 0.66, 0.72)
C (4.92, 0.81, 0.82)
C (5.46, 2.08, 0.74)
C (4.62, 3.17, 0.56)
C (3.25, 2.99, 0.46)
Cl (2.25, 4.39, 0.24)
C (2.66, 1.72, 0.53)
S (0.94, 1.48, 0.37)
H (5.55, -0.06, 0.97)
H (6.53, 2.22, 0.81)
H (5.03, 4.17, 0.48)
N (-0.93, -0.11, -1.13)
N (-2.09, 0.28, -0.45)
C (-2.17, 0.08, 0.88)
N (-3.20, 0.61, 1.53)
N (-1.18, -0.65, 1.37)
N (-1.09, -0.91, 2.73)
O (-0.04, -1.39, 3.09)
O (-2.03, -0.69, 3.50)
H (-0.46, 0.69, -1.52)
H (-1.16, -0.80, -1.84)
H (-2.74, 0.90, -0.90)
H (-3.83, 1.26, 1.09)
H (-3.26, 0.40, 2.52)
Te (0.55, -3.23, -0.39)
C (0.32, -3.20, -2.47)
C (1.21, -3.64, -3.40)
C (0.72, -3.57, -4.75)
C (-0.54, -3.07, -4.82)
S (-1.13, -2.72, -3.25)
H (2.20, -4.00, -3.13)
H (1.29, -3.88, -5.62)
H (-1.16, -2.90, -5.69)

Calculated values
Frontier orbital gap (spin up / spin down) = 6.8 / 6.8 eV
Electronic energy = -118178.82971 eV
LUMO energy (spin up / spin down) = -0.6 / -0.6 eV
ΔE to the lowest compared entry with this formula, charge and spin = 20.2 kcal/mol
2S+1 = 1

Atomic partial charges in e from the Löwdin method, atoms 1 to 5:
1. Ni -0.275
2. Cl 0.765
3. C -0.600
4. C -0.110
5. C -0.087

=====

(3)
ORCA calculation (ωB97M-V with the def2-TZVPD basis set) on C11H25NOS4Y as an isolated structure.

Element x y z (Å)
Y (0.89, 0.04, -0.30)
C (-1.57, 2.62, 0.34)
C (-2.32, 1.99, -0.85)
S (-1.83, 0.24, -1.11)
C (-1.76, 0.29, -2.92)
C (-0.46, 0.83, -3.47)
S (0.90, -0.31, -3.13)
C (3.33, 2.39, -2.02)
C (2.67, 3.52, -1.99)
S (0.18, 2.71, -0.03)
H (-1.75, 2.07, 1.26)
H (-1.99, 3.63, 0.49)
H (-2.12, 2.52, -1.78)
H (-3.41, 2.00, -0.69)
H (-2.64, 0.87, -3.25)
H (-1.91, -0.74, -3.27)
H (-0.27, 1.82, -3.08)
H (-0.60, 0.93, -4.54)
H (3.19, 1.68, -2.83)
H (3.98, 2.13, -1.22)
H (1.98, 3.81, -2.77)
H (2.81, 4.25, -1.18)
S (2.27, -1.19, 1.55)
C (1.08, -3.20, -1.63)
O (0.43, -2.50, -0.60)
H (0.91, -4.26, -1.52)
H (2.16, -3.02, -1.62)
H (0.66, -2.82, -2.59)
H (0.83, -2.60, 0.28)
C (-0.67, -2.72, 2.61)
C (-0.18, -1.28, 2.86)
C (-1.42, -0.37, 3.03)
C (0.70, -1.27, 4.13)
N (0.49, -0.75, 1.68)
H (-1.23, -3.10, 3.45)
H (0.22, -3.35, 2.49)
H (-1.29, -2.75, 1.70)
H (-2.05, -0.69, 3.86)
H (-2.00, -0.29, 2.12)
H (-1.03, 0.64, 3.27)
H (0.11, -1.38, 5.04)
H (1.26, -0.34, 4.17)
H (1.46, -2.05, 4.05)

Calculated values
Frontier orbital gap = 5.9 eV
Electronic energy = -59737.75136 eV
LUMO energy = 2.7 eV
2S+1 = 1
Net charge = -1

Atomic partial charges in e from the Löwdin method, atoms 1 to 5:
1. Y 0.791
2. C -0.724
3. C -0.542
4. S 0.794
5. C -0.573

=====

(4)
ORCA calculation (ωB97M-V with the def2-TZVPD basis set) on a 6-piece molecular cluster, CH12O6 overall.

Element x y z (Å)
O (-1.22, 1.79, -1.15)
C (-1.78, 1.16, -2.01)
H (-2.71, 0.63, -1.64)
H (-1.11, 0.77, -2.91)
H (1.61, -0.24, -1.53)
H (1.95, -1.62, -1.31)
O (2.22, -0.87, -1.89)
H (0.44, 1.88, 2.61)
H (0.45, 0.46, 2.82)
O (-0.16, 1.22, 2.90)
H (-0.04, -1.80, 0.25)
H (0.81, -3.09, 0.04)
O (0.44, -2.32, -0.44)
H (1.32, 0.69, 0.91)
H (0.69, 1.57, -0.32)
O (0.50, 1.09, 0.52)
H (-0.73, 0.29, 1.21)
H (-1.75, -0.90, 0.67)
O (-0.95, -0.70, 1.27)

Calculated values
Frontier orbital gap = 10.9 eV
Electronic energy = -13514.66200 eV
LUMO energy = 0.2 eV
ΔE to the lowest compared entry with this formula, charge and spin = 47.5 kcal/mol
2S+1 = 1
SMILES = C=O.O.O.O.O.O

Atomic partial charges in e from the Löwdin method, atoms 1 to 5:
1. O -0.043
2. C -0.117
3. H 0.096
4. H 0.129
5. H -0.023

=====

(5)
ORCA calculation (ωB97M-V with the def2-TZVPD basis set) on C28H23Cl5NO3PRb as an isolated structure.

Element x y z (Å)
Rb (0.70, 1.13, -1.16)
Cl (3.51, 1.71, -7.98)
C (2.98, 2.13, -6.38)
C (2.74, 3.45, -6.05)
Cl (2.96, 4.71, -7.23)
C (2.30, 3.77, -4.75)
Cl (1.97, 5.43, -4.33)
C (2.09, 2.81, -3.75)
O (1.66, 3.09, -2.57)
C (2.36, 1.40, -4.10)
O (2.18, 0.50, -3.21)
C (2.79, 1.14, -5.41)
Cl (3.07, -0.54, -5.81)
Cl (3.14, 0.66, 0.84)
C (3.04, 0.54, 2.57)
C (4.22, 0.81, 3.25)
C (4.27, 0.73, 4.63)
C (3.13, 0.37, 5.32)
C (1.95, 0.10, 4.64)
C (1.87, 0.18, 3.24)
P (0.25, -0.05, 2.38)
C (-0.81, -0.55, 3.78)
C (-1.51, 0.46, 4.43)
C (-2.32, 0.17, 5.52)
C (-2.46, -1.14, 5.95)
C (-1.78, -2.16, 5.29)
C (-0.96, -1.86, 4.21)
C (0.51, -1.64, 1.50)
C (1.50, -2.56, 1.85)
C (1.65, -3.74, 1.15)
C (0.80, -4.02, 0.08)
C (-0.18, -3.12, -0.28)
C (-0.33, -1.93, 0.42)
H (5.10, 1.08, 2.68)
H (5.19, 0.94, 5.15)
H (3.14, 0.29, 6.40)
H (1.08, -0.18, 5.20)
H (-1.42, 1.48, 4.08)
H (-2.85, 0.97, 6.02)
H (-3.10, -1.37, 6.80)
H (-1.89, -3.18, 5.62)
H (-0.44, -2.66, 3.71)
H (2.17, -2.34, 2.68)
H (2.43, -4.44, 1.42)
H (0.92, -4.94, -0.48)
H (-0.83, -3.32, -1.12)
H (-1.07, -1.20, 0.11)
C (-4.88, 0.47, -3.92)
N (-3.87, 0.88, -2.97)
C (-3.93, 2.27, -2.56)
C (-2.86, 0.09, -2.52)
C (-2.74, -1.31, -3.09)
O (-2.05, 0.49, -1.69)
H (-5.86, 0.77, -3.55)
H (-4.88, -0.61, -4.05)
H (-4.72, 0.94, -4.89)
H (-4.82, 2.45, -1.95)
H (-3.98, 2.90, -3.45)
H (-3.04, 2.52, -1.99)
H (-2.79, -1.31, -4.18)
H (-3.53, -1.95, -2.70)
H (-1.77, -1.69, -2.79)

Calculated values
Frontier orbital gap = 3.8 eV
Electronic energy = -109601.02800 eV
LUMO energy = 1.7 eV
ΔE to the lowest compared entry with this formula, charge and spin = 0.0 kcal/mol
2S+1 = 1
Net charge = -1

Atomic partial charges in e from the Löwdin method, atoms 1 to 5:
1. Rb 0.904
2. Cl 0.568
3. C -0.751
4. C -0.750
5. Cl 0.568

=====

(6)
ORCA calculation (ωB97M-V with the def2-TZVPD basis set) on a 3-piece molecular cluster, C5H11NO overall.

Element x y z (Å)
C (2.34, -0.09, -0.06)
C (1.72, -0.79, 0.89)
C (-1.29, -0.11, 0.43)
C (-1.27, 0.96, 1.47)
N (-1.47, 0.17, -0.80)
C (-1.50, -0.93, -1.68)
O (-2.00, -2.01, -1.45)
H (2.58, -0.53, -1.02)
H (1.02, 1.40, -2.03)
H (2.62, 0.95, 0.09)
H (1.43, -1.83, 0.74)
H (1.47, -0.35, 1.85)
H (-1.16, -1.15, 0.75)
H (-0.80, 0.61, 2.40)
H (-0.73, 1.84, 1.10)
H (-2.29, 1.26, 1.71)
H (0.34, 1.33, -1.74)
H (-1.03, -0.70, -2.66)

Calculated values
Frontier orbital gap = 10.4 eV
Electronic energy = -8898.43346 eV
LUMO energy = 0.4 eV
ΔE to the lowest compared entry with this formula, charge and spin = 75.3 kcal/mol
2S+1 = 1
SMILES = C/C=N/C=O.[H][H].C=C

Atomic partial charges in e from the Löwdin method, atoms 1 to 5:
1. C -0.104
2. C -0.097
3. C -0.219
4. C -0.065
5. N 0.054